# 1
52
Properties=species:S:1:pos:R:3:lowdin_charge:R:1 method="wB97M-V/def2-TZVPD" molar_mass_g_mol=626.607 relative_energy_ev=0.0000 total_energy_ev=-64734.9199 charge=+3
S -0.0654 -1.3562 -0.9410 0.933
H -3.1374 -1.2815 -3.0997 0.118
C -2.8901 4.0892 2.6575 0.042
H 6.2319 0.3592 -2.7076 0.135
C 0.1505 -2.6689 0.3044 -0.442
C -1.5579 3.9135 2.2851 0.056
H -0.5111 -3.4683 2.1459 0.098
H 0.9893 3.0544 1.5729 0.170
H -3.5262 -1.9411 1.7691 0.083
C -0.9467 -2.8849 1.3328 -0.506
C -3.7413 -2.6070 0.9323 -0.502
C -3.4100 1.9901 1.6425 -0.070
H 1.0872 -2.3892 0.7937 0.090
N 3.7124 1.2718 -2.6388 0.164
C 6.2849 -0.5341 -0.7595 -0.003
C 2.4570 1.6751 -2.5010 -0.096
H -4.8541 3.2028 2.6437 0.141
S -3.2587 -0.3771 -0.8764 0.913
H -0.8186 -2.2192 -3.0475 0.110
H -4.5956 -3.2122 1.2424 0.097
H -0.8030 4.6445 2.5413 0.147
C 2.3160 0.8255 -0.3861 -0.319
C -2.3952 -0.9174 -2.3862 -0.457
H 6.0867 -1.3303 1.2318 0.128
C -3.8180 3.1085 2.3499 0.025
H 7.3108 -0.8619 -0.8611 0.133
C 5.6896 0.1463 -1.7952 0.024
H 2.0259 2.2165 -3.3344 0.152
N 1.7298 1.4698 -1.4254 0.125
S -2.3907 -3.7853 0.7010 0.954
H -1.9801 0.0018 -2.8052 0.094
H -1.2714 -1.9428 1.7787 0.053
C 5.5874 -0.8025 0.4313 -0.019
C -4.1879 -1.8625 -0.3207 -0.418
Au -1.2666 0.2878 0.1940 0.976
C -1.2142 2.7711 1.6003 -0.226
H 0.3538 -3.5657 -0.2868 0.109
H 3.7496 -0.5688 1.5025 0.118
C -1.3383 -1.9709 -2.1212 -0.422
H -5.1971 -1.4657 -0.1951 0.096
H -4.1956 -2.5241 -1.1879 0.098
N 0.4394 1.2577 0.7955 -0.170
N -2.1379 1.8340 1.2652 -0.059
C 4.3685 0.5657 -1.6378 -0.149
H -4.1103 1.2158 1.3629 0.110
H -3.1900 4.9792 3.1954 0.146
N 1.6670 0.7205 0.7807 0.067
H 4.2126 1.4996 -3.4894 0.184
C 3.6545 0.3080 -0.4629 -0.093
C 4.2901 -0.3868 0.5841 0.002
C 0.1650 2.3962 1.3147 0.011
H -1.7505 -2.8800 -1.6848 0.048



# 2
58
Properties=species:S:1:pos:R:3:mulliken_spin:R:1 method="wB97M-V/def2-TZVPD" molar_mass_g_mol=662.537 spin_multiplicity=2 total_energy_ev=-181994.5059 charge=+2 s2=0.8158
H -2.0168 2.2256 4.9179 0.000
C 5.0627 -2.3882 -2.6732 0.000
H -2.1379 0.3449 -4.0115 0.000
C -0.5216 1.8934 -1.1139 -0.002
C 0.5117 3.2264 3.1026 0.001
C -0.1822 2.0455 2.5373 0.002
C -3.0596 2.4860 -1.7149 0.000
C -2.8045 1.4709 -0.5550 0.001
C 0.2323 -5.5182 2.7602 -0.005
H -2.1640 -0.9946 -1.6420 0.000
H -3.5186 0.3614 -2.9421 0.000
N 0.3674 1.3961 1.5756 -0.004
H -0.5869 3.4048 -2.6615 0.000
H 1.0657 3.6686 2.3113 0.000
C 4.8635 -1.1733 -2.0149 0.000
H -0.2206 3.8378 3.5840 0.000
H -3.5610 0.6938 -0.5992 0.000
C 1.3879 -1.5799 -0.7064 0.025
H -4.1673 2.5296 -1.8352 0.000
H 1.1315 2.9079 3.8860 0.000
C -2.4314 2.1986 3.8716 -0.003
S -0.9053 -2.4081 0.1019 0.010
H -0.6736 2.6611 -0.3799 0.000
O 1.0848 -0.5944 -0.0524 -0.031
S 0.8196 -4.1154 3.6390 -0.025
O 0.4011 -6.5998 3.1366 0.036
H -3.3333 1.5770 3.9111 0.000
H -2.6907 3.1769 3.5427 0.000
Br 6.4311 -0.1200 -1.7980 0.000
N -1.6760 0.5049 2.2540 -0.042
C 2.8629 -3.0899 -2.0609 -0.001
C 3.6744 -0.8956 -1.3832 0.001
O 0.4399 -2.5810 -0.8839 0.031
S -0.6717 -5.1422 1.1744 0.256
H 4.2437 -4.3100 -3.1435 0.000
C -1.4443 1.5679 2.9635 0.008
H 0.4848 1.4771 -1.0142 0.001
N -2.2747 2.0843 -2.8797 0.000
H -2.8970 1.8887 0.4752 0.000
C -0.4731 -3.4400 1.4037 0.337
C 2.6437 -1.8575 -1.3936 0.014
H 2.1225 -3.9073 -1.9957 0.000
H -0.6149 -0.2697 -2.2665 0.000
O 1.6466 1.8212 1.2987 0.001
S 0.4633 -1.3249 2.7425 0.407
H -0.2857 1.7863 -3.3270 0.000
C -1.6540 -0.0445 -1.9156 0.002
N -1.4827 0.8066 -0.7275 -0.010
H 1.9775 1.1058 0.6925 0.001
H 3.5674 0.0762 -0.9087 -0.001
C -2.4373 0.6764 -3.0414 0.000
C 0.1567 -2.9721 2.5583 -0.080
Mn -0.5933 -0.2519 1.0069 0.127
H -2.8679 3.5518 -1.4863 0.000
C 4.0942 -3.3563 -2.6570 0.000
O -2.5902 -0.2894 2.0110 -0.060
H 6.0103 -2.5703 -3.1156 0.000
C -0.8090 2.3408 -2.5580 0.000



# 3
48
Properties=species:S:1:pos:R:3:lowdin_charge:R:1 method="wB97M-V/def2-TZVPD" molar_mass_g_mol=382.307 relative_energy_ev=0.0000 total_energy_ev=-52301.2973 charge=-1
H 3.2140 4.0914 -0.0227 0.076
O 0.7430 -6.0010 -0.7973 0.073
C 2.0635 -2.6223 -0.7883 -0.001
C -2.0530 3.2151 0.4030 -0.151
H -0.9351 -1.6166 -0.2933 0.056
Cl 0.6770 -2.6998 -4.6112 0.741
H -2.4071 -1.1072 -1.1733 0.088
C 2.1207 4.0063 0.0518 -0.100
H -2.4670 -2.5179 -0.0841 0.075
C 0.7528 -4.4134 -2.5636 -0.022
H -2.1400 -0.5328 3.0650 0.083
H 1.6909 4.3928 -0.8788 0.080
C 2.3181 1.7796 -0.9351 -0.069
Cl 2.2891 -4.4278 1.1858 0.740
H 0.1821 -5.0837 -3.2082 0.121
C 2.4304 2.0684 1.5335 -0.064
H -0.2973 4.4224 0.1463 0.089
C -1.7959 0.8264 0.6846 -0.105
C 1.7423 2.5439 0.2573 -0.557
C -0.3458 0.9816 0.4855 -0.333
H -3.6885 1.8525 0.6829 0.089
C -2.5975 1.9445 0.6036 -0.096
H -2.2973 -2.1750 2.3989 0.075
C -0.6728 3.4021 0.2966 -0.095
C -1.8575 -1.1814 2.2261 -0.061
H -4.2778 -1.5997 1.1739 0.076
C -2.0230 -1.5216 -0.2319 -0.068
C 1.7983 -2.1725 -2.1626 -0.369
C 1.0635 -4.8904 -1.2077 -0.398
H 1.8422 2.1335 -1.8582 0.090
O 2.1502 -1.0716 -2.5930 0.096
H 2.0530 2.6440 2.3886 0.083
H -4.2529 0.0356 1.8582 0.078
C 0.2040 2.3404 0.3588 -0.102
C -2.3914 -0.5904 0.9232 -0.559
H 2.1449 0.7031 -0.8501 0.045
H 2.2391 1.0020 1.6865 0.074
H 2.5434 -1.9171 -0.1125 0.127
C 1.0755 -3.1844 -3.0191 -0.571
H 3.4011 1.9609 -1.0179 0.078
O 0.4047 -0.0273 0.3893 -0.112
H -4.3553 -0.2015 0.0857 0.080
H -0.7681 -1.2731 2.1753 0.075
H -2.7156 4.0761 0.3355 0.070
C -3.9127 -0.5752 1.0154 -0.097
H 1.7950 4.6272 0.8928 0.077
H 3.5151 2.2383 1.4613 0.074
C 1.7978 -3.8844 -0.3567 -0.576



# 4
52
Properties=species:S:1:pos:R:3:lowdin_charge:R:1 method="wB97M-V/def2-TZVPD" molar_mass_g_mol=632.815 relative_energy_ev=1.7351 total_energy_ev=-130954.6203 charge=-2
C -1.2079 -1.3545 2.6288 -0.092
C 3.1303 2.7922 2.0404 -0.107
C -1.5466 -1.7584 0.3455 -0.012
H 2.9986 3.8704 1.9524 0.076
H -3.0201 -0.2164 2.8853 0.098
I 3.6065 1.2506 -2.5761 0.798
H -0.2632 3.0357 0.2921 -0.035
H -1.9765 3.4982 -3.4494 -0.004
C -3.4637 1.3343 -1.4911 -0.244
H -1.3971 -2.1183 -0.6609 0.118
C 1.3287 -2.7875 -0.8677 -0.219
H -0.5325 3.9839 -2.5460 0.003
H -1.7046 2.3171 0.9855 -0.043
H 1.0854 -4.8863 -1.0225 0.023
H 2.9920 -1.6111 -3.6354 0.076
H 0.0447 -5.4151 0.9707 0.083
C -2.3621 -0.7985 2.2549 -0.082
H 3.3127 2.3269 1.0763 0.070
H -0.7433 -1.2943 3.6026 0.094
N 0.7723 -1.4085 1.1822 0.058
H -3.5299 0.2462 -1.4959 -0.014
C -1.5577 3.6222 -2.4477 -0.252
Ge -1.5649 1.9054 -1.4481 0.710
C -0.8552 2.1075 0.3226 -0.371
C -0.4766 -3.5364 1.6845 -0.103
H 3.9282 2.5886 2.7542 0.071
S -0.0540 1.6458 3.9453 0.558
H -2.1361 4.3802 -1.9157 -0.001
C 1.3747 2.5216 3.7130 -1.376
O 2.0924 0.6755 0.1378 -0.232
H -0.9874 -3.9508 2.5436 0.074
H -1.2780 0.4873 -3.5403 0.011
C 0.8452 -4.0392 -0.3974 -0.144
C -0.6532 0.6529 -2.6583 -0.214
H 1.4105 -1.8383 1.8440 0.143
C 0.1323 -4.3454 0.7748 -0.180
C 2.0048 -0.3865 -0.6105 -0.469
C -2.5909 -1.0796 0.8290 -0.080
C 1.3402 -1.5551 -0.1559 -0.147
S 2.1348 3.6264 4.7035 0.493
H -0.4633 -0.3075 -2.1772 0.002
O 1.9129 2.1964 2.4960 -0.367
H -3.4686 -0.7754 0.2778 0.073
H -4.0179 1.7108 -0.6298 0.006
Cl 1.9489 -4.1162 -3.2271 0.584
C 2.5460 -1.5843 -2.6500 -0.235
C -0.5625 -2.0588 1.4567 -0.452
C 2.6044 -0.4384 -1.8804 -0.688
H 0.3087 1.0498 -2.9831 -0.008
Mg 0.5660 0.8351 1.3305 0.552
C 1.9299 -2.7069 -2.1608 -0.603
H -3.9374 1.7068 -2.4027 -0.001



# 5
52
Properties=species:S:1:pos:R:3:lowdin_charge:R:1 method="wB97M-V/def2-TZVPD" molar_mass_g_mol=438.933 relative_energy_ev=19.8313 total_energy_ev=-57671.3553 charge=0
H 1.2957 -2.4152 0.2758 -0.013
H -0.3114 1.3180 1.8789 0.120
H -2.7306 -1.3982 2.4668 0.152
C -2.3180 1.3770 0.9015 -0.068
O 2.0926 1.0356 -1.5479 0.130
C 5.6900 2.3553 0.0676 -0.134
C -3.5762 0.7108 0.7448 -0.612
C 3.0063 0.2898 -1.2702 -0.310
N -1.1205 -0.6415 1.3491 -0.068
H 5.8632 3.4374 0.2445 0.141
C 1.3365 -1.2005 -2.1325 -0.379
H 0.1220 1.3002 -3.7802 0.166
Cl 8.0658 1.7917 1.3190 0.732
C 0.4010 -2.4710 0.3711 -0.149
H -6.1551 0.1919 0.3691 0.118
H -0.4352 1.6293 -2.1436 0.077
H 5.1305 -1.4703 -0.5100 0.014
H 0.1546 -2.3739 -3.4627 0.207
S -0.6204 -2.4912 -1.2178 1.047
C 6.3525 0.0399 0.4175 -0.096
H -5.2486 2.4692 2.4163 0.139
C 0.7759 -2.3489 -2.2780 -0.396
O -4.4438 1.1915 -0.1060 0.046
H -1.8642 1.3402 0.1003 0.033
H 7.0883 -0.5040 0.7389 0.032
C -5.6209 1.1326 0.4784 -0.230
C 0.2817 -1.0831 1.0366 -0.215
C 6.6605 1.4001 0.4923 -0.671
H 0.0129 -3.1281 0.9530 0.027
C 0.9734 0.1822 -2.1822 -0.170
H -2.0411 -2.5732 0.9241 0.207
C 5.3017 -0.5811 -0.3131 0.121
O -4.1544 0.5957 1.9912 -0.081
H -2.9366 -0.8311 -0.5323 0.097
H -2.5574 2.5154 1.1416 0.193
H -6.3715 0.8980 2.6353 0.180
O -0.8835 -4.1236 -1.1254 -0.562
C -1.2805 0.8479 1.8837 0.017
C -3.1863 -0.8585 0.5204 -0.119
N 2.6590 -1.1431 -1.4663 0.157
H 3.8539 2.5552 -0.6239 0.136
H -4.1943 -1.4878 0.3450 0.181
C -2.2514 -1.2876 1.4585 -0.308
O 1.1109 -0.1475 0.6545 -0.014
C 4.3313 0.5622 -0.5351 -0.042
C -5.3540 1.3596 2.0259 -0.129
H -0.7368 0.0611 -2.8817 0.033
H -1.7270 0.4991 2.7532 0.095
C 4.6091 1.8907 -0.2192 -0.135
H 1.4075 -3.3359 -2.2288 0.165
H -6.3377 2.1197 0.2803 0.179
C -0.1193 0.7980 -2.6785 -0.043